No. 1
Below is one molecule with the formula C5H8O2, with properties calculated with wB97M-V/def2-TZVPD.

ORCA input file:
```
! RIJCOSX wB97M-V def2-TZVPD def2/J DEFGRID3
* xyz 0 1
C 1.81761 -0.85116 0.99083
C 1.23612 -0.01555 -0.14831
C -0.25391 -0.29095 -0.40325
C -1.10159 0.95543 -0.45850
O -0.68200 2.09157 -0.49544
C -2.62611 0.77837 -0.46227
O -3.17104 -0.29318 -0.38037
H 1.31923 -0.62477 1.94049
H 2.88594 -0.64545 1.12159
H 1.70682 -1.92524 0.80106
H 1.81516 -0.19015 -1.06184
H 1.35070 1.04892 0.07898
H -0.43275 -0.82668 -1.34668
H -0.68974 -0.94973 0.35914
H -3.17445 1.73857 -0.53544
*
```

The value obtained for the energy is -9408.965 eV. Its SMILES is CCCC(=O)C=O. As for the molar mass: 100.12 g mol⁻¹.

These are the natural (NBO) partial charges, in e, on atoms 1 to 6: -0.601 -0.407 -0.520 0.488 -0.499 0.346



No. 2
Below is a 14-piece molecular cluster, C56H84O42 overall in a non-equilibrium geometry, with properties calculated with wB97M-V/def2-TZVPD.

ORCA input file:
```
! RIJCOSX wB97M-V def2-TZVPD def2/J DEFGRID3
* xyz 0 1
C -0.12862 0.79402 -1.16319
C 0.15104 0.49287 0.33677
C -1.06451 -0.02796 1.10442
O -0.54668 -1.22966 1.68604
C 0.70351 -1.37244 1.37857
O 1.39949 -2.29010 1.80510
O 1.08383 -0.52200 0.44970
H -0.79848 1.65102 -1.23357
H -0.59519 -0.12213 -1.52524
H 0.79508 0.97299 -1.71350
H 0.38772 1.43816 0.82516
H -1.93993 -0.26500 0.49981
H -1.29712 0.65709 1.91971
C 6.96895 -0.07800 0.91266
C 6.00774 0.17514 -0.27147
C 4.90630 -0.87962 -0.36990
O 3.77832 -0.14716 -0.62252
C 3.93175 1.10597 -0.28321
O 3.05800 1.95233 -0.36201
O 5.18128 1.22764 0.11331
H 6.41460 -0.11460 1.85046
H 7.81973 0.60290 0.88721
H 7.37331 -1.07567 0.74162
H 6.39418 0.41556 -1.26190
H 4.71665 -1.51122 0.49799
H 5.21111 -1.51543 -1.20112
C -3.11862 -0.86766 -3.68304
C -3.78966 -2.29934 -4.01985
C -3.33824 -3.02632 -5.25122
O -2.96842 -4.26939 -4.81409
C -2.80612 -4.25682 -3.48350
O -2.51826 -5.21358 -2.77935
O -3.28526 -3.12845 -2.98877
H -3.47501 -0.13898 -4.41113
H -2.03280 -0.93218 -3.61282
H -3.40670 -0.55895 -2.67814
H -4.82017 -1.96714 -4.14553
H -2.44162 -2.55075 -5.64871
H -3.95292 -2.90431 -6.14306
C 0.51152 -3.53310 -1.13136
C 1.32717 -2.95517 -2.26774
C 2.17530 -3.89236 -3.11909
O 1.69507 -3.60059 -4.41625
C 0.69369 -2.74891 -4.32284
O 0.08319 -2.18754 -5.25495
O 0.29557 -2.48734 -3.09923
H 1.16634 -3.85267 -0.32068
H 0.00935 -4.46229 -1.40069
H -0.33850 -3.01985 -0.68178
H 1.92430 -2.12950 -1.88069
H 1.87411 -4.91940 -2.91277
H 3.23628 -3.71073 -2.94754
C 3.99003 -4.05691 1.75375
C 4.64060 -3.36003 2.89743
C 5.18083 -4.35165 3.81654
O 6.56402 -4.30406 3.68120
C 6.88760 -3.32193 2.83533
O 8.04410 -2.89820 2.74249
O 5.83791 -2.77094 2.34565
H 4.54645 -4.84620 1.24825
H 3.72365 -3.39072 0.93319
H 3.08720 -4.60535 2.02246
H 3.94740 -2.71199 3.43374
H 4.88188 -5.37922 3.60958
H 4.90668 -3.95719 4.79498
C 0.04592 -2.55725 4.99987
C 0.44749 -3.88400 5.56910
C 1.01872 -4.97933 4.60111
O 2.27702 -5.29412 5.28625
C 2.48939 -4.46637 6.42113
O 3.45837 -4.58466 7.18515
O 1.53938 -3.64415 6.50174
H 0.80580 -1.95032 4.50761
H -0.37921 -1.91373 5.77010
H -0.78923 -2.77122 4.33290
H -0.38736 -4.35168 6.09101
H 1.04455 -4.51089 3.61725
H 0.37219 -5.79272 4.27173
C -2.46107 5.11667 3.05787
C -2.96582 4.36007 1.73635
C -2.21676 2.99076 1.57545
O -3.26819 2.11627 1.21059
C -4.45101 2.64400 1.63256
O -5.57095 2.04753 1.60590
O -4.32566 3.93528 1.98261
H -2.86185 4.50653 3.86732
H -2.85155 6.13411 3.03671
H -1.37618 5.14001 3.16065
H -2.83160 4.91732 0.80923
H -1.60681 2.65104 2.41249
H -1.54185 3.08761 0.72503
C -2.33036 -0.17969 7.44144
C -3.33919 0.26654 6.36747
C -3.15460 1.59318 5.66388
O -3.26510 1.24676 4.33186
C -3.55590 -0.06299 4.13354
O -3.68192 -0.62143 3.03141
O -3.29564 -0.69612 5.32073
H -1.29868 -0.02943 7.12340
H -2.61245 -1.16398 7.81519
H -2.47037 0.48634 8.29285
H -4.37622 0.27012 6.70311
H -2.13428 1.90276 5.89019
H -3.87104 2.28667 6.10418
C 2.68822 5.01391 -0.82592
C 1.61570 4.83759 0.22125
C 2.10594 4.12675 1.44386
O 1.57661 4.86214 2.45966
C 1.46804 6.10808 2.05597
O 1.17781 7.02618 2.78274
O 1.32762 6.09588 0.77361
H 3.63698 5.14544 -0.30569
H 2.48729 5.81894 -1.53278
H 2.78174 4.21404 -1.56048
H 0.71942 4.33385 -0.14073
H 3.19149 4.02944 1.45814
H 1.61514 3.15651 1.52033
C -3.69158 -2.94391 0.84774
C -4.95282 -2.10594 0.93956
C -4.85179 -0.86239 0.06899
O -5.38443 -1.29512 -1.14110
C -6.04382 -2.37385 -1.01776
O -6.59235 -2.95250 -1.95623
O -5.95003 -2.82981 0.20410
H -3.76657 -3.96109 1.23219
H -2.87137 -2.55106 1.44859
H -3.43130 -3.01920 -0.20805
H -5.40374 -2.11421 1.93188
H -3.90327 -0.34061 -0.05816
H -5.47257 -0.09305 0.52816
C -1.50828 -0.28210 -7.42660
C -0.97395 1.14973 -7.26117
C -2.07456 2.18114 -7.33951
O -2.58215 2.22944 -6.00317
C -1.53863 1.90508 -5.21326
O -1.59922 2.11523 -4.02292
O -0.54408 1.43014 -5.95133
H -0.72412 -1.01016 -7.21898
H -1.84183 -0.37004 -8.46058
H -2.33971 -0.46111 -6.74486
H -0.18421 1.44344 -7.95265
H -2.85352 1.82500 -8.01367
H -1.76165 3.11840 -7.79965
C 4.81244 -0.16511 -3.82753
C 4.07079 0.02080 -5.12715
C 2.76030 0.85927 -5.02576
O 3.06403 1.89206 -5.96047
C 4.22413 1.72197 -6.53175
O 4.60432 2.30036 -7.52921
O 4.87823 0.75301 -5.92168
H 4.21692 -0.70447 -3.09096
H 5.20039 0.77654 -3.43908
H 5.60988 -0.89842 -3.94772
H 3.93602 -0.87484 -5.73359
H 2.61209 1.28027 -4.03133
H 1.97987 0.20084 -5.40722
C 3.16003 0.89585 3.26585
C 2.25400 0.54663 4.51762
C 2.58035 1.31817 5.73527
O 1.69104 2.38337 5.80194
C 0.74119 2.25711 4.93215
O -0.22758 3.01837 4.87458
O 1.03093 1.17656 4.18192
H 4.05860 0.27945 3.23918
H 3.44726 1.94658 3.30552
H 2.65958 0.69724 2.31812
H 2.17634 -0.51017 4.77306
H 3.59122 1.72278 5.78557
H 2.46249 0.69122 6.61909
C -4.40616 2.76493 -2.19891
C -4.81122 3.87310 -3.13573
C -5.15146 3.33645 -4.49185
O -6.47751 3.82042 -4.80963
C -6.95574 4.23239 -3.67084
O -8.15414 4.48601 -3.47296
O -6.01081 4.41875 -2.74838
H -3.39026 2.42924 -2.40711
H -4.92116 1.81311 -2.32888
H -4.53311 3.08940 -1.16609
H -4.08049 4.67719 -3.22285
H -4.94161 2.26809 -4.54345
H -4.38945 3.59211 -5.22810
*
```

The value obtained for the energy is -145427.023 eV. As for the molar mass: 1429.25 g mol⁻¹.

These are the Löwdin partial charges, in e, on atoms 1 to 6: 0.028 -0.317 -0.052 0.095 -0.609 0.094



No. 3
Below is C18H30CaO6 as an isolated structure, with properties calculated with wB97M-V/def2-TZVPD.

ORCA input file:
```
! RIJCOSX wB97M-V def2-TZVPD def2/J DEFGRID3
* xyz 2 1
Ca -0.27866 0.12804 0.33440
C 0.70407 2.26414 -1.61208
C -0.39519 3.08357 -0.96055
O -1.24508 2.24238 -0.14734
C -2.61851 2.04283 -0.56550
C -2.74511 0.88896 -1.54676
O -2.04317 -0.28409 -1.07531
C -2.78806 -1.34824 -0.42744
C -3.20752 -0.99477 0.99099
O -2.10236 -0.41819 1.72234
C -1.59891 -1.12816 2.88436
C -0.60925 -2.21162 2.49479
O 0.39027 -1.69978 1.58316
C 1.72284 -1.40169 2.08081
C 1.77767 -0.07858 2.82616
O 1.06520 0.93990 2.09192
C 1.79033 2.10578 1.62400
C 2.35778 1.88884 0.23067
O 1.35286 1.37051 -0.66923
H 1.45435 2.91188 -2.06918
H 0.31002 1.60816 -2.38787
H -0.98627 3.58797 -1.72704
H 0.01528 3.84748 -0.30003
H -3.00477 2.95884 -1.01528
H -3.17155 1.85566 0.35333
H -2.29102 1.13709 -2.50660
H -3.79428 0.64323 -1.72223
H -2.11407 -2.20569 -0.43488
H -3.65845 -1.60427 -1.03418
H -3.56976 -1.89194 1.49645
H -4.01322 -0.26058 0.99629
H -2.43377 -1.55675 3.44073
H -1.13250 -0.36195 3.50182
H -1.10459 -3.02893 1.96932
H -0.12547 -2.62608 3.38116
H 2.35187 -1.37643 1.19115
H 2.06524 -2.21987 2.71665
H 2.81867 0.21748 2.96688
H 1.31091 -0.15137 3.80898
H 2.58722 2.35449 2.32637
H 1.06457 2.91773 1.63853
H 3.16118 1.15107 0.23588
H 2.75848 2.82561 -0.16190
C 0.44093 -1.33996 -3.01440
C 0.54629 -2.21497 -1.93570
C 1.76530 -2.35664 -1.27896
C 2.87572 -1.63526 -1.70564
C 2.76838 -0.77154 -2.78649
C 1.55208 -0.62448 -3.44145
H -0.49618 -1.26083 -3.55172
H -0.29281 -2.84213 -1.65894
H 1.86022 -3.07441 -0.47367
H 3.83544 -1.78473 -1.22559
H 3.63995 -0.23647 -3.14162
H 1.47742 0.01873 -4.30957
*
```

The value obtained for the energy is -49863.800 eV. As for the molar mass: 382.51 g mol⁻¹.

These are the natural (NBO) partial charges, in e, on atoms 1 to 6: 1.808 -0.105 -0.107 -0.627 -0.101 -0.107



No. 4
Below is one molecule with the formula C11H24FNO in a non-equilibrium geometry, with properties calculated with wB97M-V/def2-TZVPD.

ORCA input file:
```
! RIJCOSX wB97M-V def2-TZVPD def2/J DEFGRID3
* xyz 0 1
C 2.01093 1.69622 -1.67392
C 2.57649 -2.24834 0.80642
C -2.01391 1.14654 -1.35828
C -2.89749 1.02549 1.96639
C 2.35668 1.21029 -0.27036
C 1.81365 -1.82751 -0.44551
C 1.20067 0.50944 0.44159
C -2.25647 -0.25186 -0.79424
C -2.50391 -0.41689 1.64996
C 0.71384 -0.77088 -0.25144
C -0.50557 -1.29854 0.51407
N -1.62038 -0.47692 0.49773
O -0.80412 -2.77361 -0.25124
F -0.18435 -1.66952 1.77416
H 1.14298 2.35138 -1.64774
H 2.84342 2.25316 -2.09556
H 1.79522 0.86139 -2.33627
H 3.10446 -1.41262 1.25706
H 1.90728 -2.67722 1.54584
H 3.30990 -3.00754 0.53757
H -2.29733 1.90804 -0.64178
H -0.97002 1.28344 -1.61146
H -2.60811 1.28344 -2.25722
H -2.01230 1.65583 1.98918
H -3.59078 1.41787 1.22787
H -3.37754 1.06567 2.93985
H 3.21936 0.54541 -0.32451
H 2.65336 2.07196 0.33435
H 1.34096 -2.70848 -0.87758
H 2.52181 -1.43808 -1.17962
H 0.35525 1.19832 0.52177
H 1.50931 0.25777 1.45894
H -3.33238 -0.40779 -0.67426
H -1.89142 -1.00549 -1.49613
H -1.98118 -0.82615 2.51418
H -3.41079 -1.01680 1.48553
H 0.34234 -0.52406 -1.24711
H -1.26561 -3.29693 0.40898
*
```

The value obtained for the energy is -18051.276 eV. Its SMILES is CCC[C@@H](CC)[C@@](O)(F)N(CC)CC. As for the molar mass: 205.32 g mol⁻¹.

These are the natural (NBO) partial charges, in e, on atoms 1 to 6: -0.610 -0.614 -0.614 -0.611 -0.393 -0.402